DFT (ωB97M-V with the def2-TZVPD basis set) results for 9 unconnected molecules or ions with the total composition C57H139N9O17 at a distorted geometry.

XYZ file:
```
222
Properties=species:S:1:pos:R:3:forces:R:3
C 0.2979 -1.4367 1.2806 -0.603 0.141 -0.474
C 0.4944 0.0566 0.7990 1.671 -0.653 2.528
C -0.1248 0.9431 1.8856 -0.983 0.861 -0.716
C 2.0563 0.3662 0.8387 0.562 -1.520 -1.306
C 2.7580 -0.4216 -0.3295 -1.195 0.709 -0.066
C 2.0454 0.0311 -1.6122 0.838 -1.404 -0.121
C 0.5327 -0.2275 -1.6811 0.837 0.998 -0.868
C 0.0122 0.6547 -2.8515 -0.041 -0.316 -1.306
C 0.2650 -1.8025 -1.9243 -0.570 1.541 0.918
N -0.0093 0.4311 -0.4980 0.463 -0.044 -0.140
O -1.3915 0.3117 -0.4874 -1.447 -0.989 0.368
H 1.0761 -2.1238 0.9484 0.085 0.113 0.171
H 0.1761 -1.5058 2.3616 0.533 0.253 0.129
H -0.6473 -1.8620 0.9431 -0.155 0.188 -0.421
H 0.1524 0.7191 2.9157 0.593 -0.009 -0.210
H 0.0779 1.9752 1.5993 0.438 0.222 0.404
H -1.2141 0.9784 1.8973 -0.023 -0.614 -0.230
H 2.3261 1.4163 0.7264 -0.561 0.214 -0.123
H 2.5611 0.0494 1.7514 -0.613 -0.112 0.447
H 3.8067 -0.1686 -0.4858 0.113 0.026 0.488
H 2.6930 -1.5018 -0.1988 -0.019 0.002 0.130
H 2.4138 -0.5667 -2.4459 0.477 0.223 -0.240
H 2.4101 1.0526 -1.7207 -0.833 0.320 -0.452
H 0.2222 1.7237 -2.8875 -0.129 0.303 1.559
H -1.0510 0.5260 -3.0543 -0.082 -0.113 0.094
H 0.5053 0.5150 -3.8135 0.165 -1.328 -0.176
H 0.7928 -2.2213 -2.7811 0.152 0.333 0.035
H -0.8018 -1.9801 -2.0599 -0.071 0.189 -0.176
H 0.5092 -2.3515 -1.0148 0.304 -0.019 -0.246
H -1.7683 1.0156 -1.0204 0.398 0.307 0.083
C 2.0701 2.8090 -5.7330 0.909 -1.333 -1.575
O 3.1713 2.4266 -6.6457 -1.093 -1.515 0.550
C 3.4672 0.9821 -6.6594 0.446 1.479 -0.444
C 4.5005 0.6719 -7.7998 -3.102 0.190 0.482
N 3.7711 0.7043 -9.0919 -0.482 -0.981 2.059
C 4.5545 0.7825 -10.2391 0.701 0.185 -1.260
C 5.3531 -0.4816 -10.6547 0.089 1.090 -0.507
O 6.7538 -0.2261 -10.7590 0.707 -0.149 -0.132
C 7.2662 0.6989 -11.7635 -0.526 -0.710 1.591
H 1.7838 3.7719 -6.1562 0.323 0.414 1.281
H 2.3486 2.5529 -4.7108 0.440 1.351 0.315
H 1.1544 2.2207 -5.7921 -0.092 -0.643 -0.950
H 2.5425 0.4241 -6.8073 -0.089 -0.077 -0.225
H 3.8643 0.6948 -5.6858 0.214 0.007 0.143
H 4.7770 -0.3664 -7.6166 0.615 0.092 -0.044
H 5.3305 1.3729 -7.7125 0.218 -0.021 -0.236
H 2.9365 1.2659 -9.1820 0.340 0.187 0.773
H 5.2707 1.5939 -10.1093 0.459 0.286 -0.436
H 3.8449 1.0552 -11.0203 0.351 0.080 -0.419
H 4.9592 -0.8227 -11.6121 0.050 -0.161 -0.274
H 5.2025 -1.2972 -9.9474 0.271 0.133 0.137
H 8.3527 0.6141 -11.7862 -0.061 -0.696 -0.101
H 7.1541 1.7098 -11.3715 -0.689 0.278 -0.602
H 6.8285 0.4671 -12.7345 -0.037 0.441 -0.068
C -2.0279 -4.5289 -1.6407 -1.226 0.795 -0.292
O -2.9068 -5.4226 -1.0559 0.145 -1.405 1.262
C -3.1021 -6.6104 -1.7822 -2.378 -0.390 1.431
C -4.0153 -7.4698 -0.8558 1.482 -1.789 1.260
N -3.1732 -8.1083 0.2458 -0.759 0.503 -0.793
C -2.6333 -9.4022 -0.1500 0.773 -0.840 0.001
C -1.8792 -10.1526 0.9728 -0.335 2.414 0.624
O -0.6923 -9.4105 1.2485 1.744 -0.761 0.708
C -0.0192 -9.7850 2.5211 -1.322 -0.429 -1.599
H -2.0771 -3.6817 -0.9567 0.598 0.234 -0.306
H -2.5693 -4.2921 -2.5565 0.808 0.763 -0.706
H -1.0162 -4.8876 -1.8305 0.091 -0.128 0.108
H -2.1609 -7.1314 -1.9579 0.007 -0.050 -0.429
H -3.7257 -6.4037 -2.6520 0.556 0.091 -0.734
H -4.4710 -8.3499 -1.3096 -0.118 0.354 -0.740
H -4.8155 -6.9525 -0.3266 0.181 0.636 -0.501
H -2.4513 -7.4093 0.3484 0.563 -0.326 0.635
H -1.9741 -9.3661 -1.0174 0.449 0.248 -0.277
H -3.4134 -10.0803 -0.4961 -0.514 0.184 0.265
H -1.6940 -11.2075 0.7703 -0.027 -0.023 -0.052
H -2.4670 -9.9435 1.8666 -0.644 -0.962 0.181
H -0.0980 -10.8519 2.7300 -0.386 -0.296 -0.267
H -0.5628 -9.2859 3.3233 0.574 0.352 0.164
H 1.0590 -9.6547 2.4287 -0.259 0.875 0.050
C -2.0461 -0.5854 5.1546 -0.010 -0.478 1.179
O -3.0371 -1.5486 5.5057 -0.447 -0.412 -0.899
C -2.7253 -2.7684 4.8072 0.071 -0.511 0.330
C -3.6576 -3.9522 5.2013 1.410 0.710 0.990
N -3.5554 -4.1280 6.6953 -0.951 -1.254 -2.311
C -4.6541 -4.9898 7.1519 0.762 -0.017 1.075
C -4.1330 -6.4639 7.2940 -1.149 0.123 0.128
O -5.2355 -7.3949 7.6600 0.410 2.067 -0.278
C -4.8247 -8.7199 7.6987 1.607 -0.493 0.369
H -1.2078 -0.7779 5.8241 0.728 -0.167 -0.505
H -2.3219 0.4239 5.4602 -0.652 -0.040 -0.441
H -1.8135 -0.6850 4.0943 0.266 0.433 0.009
H -1.6912 -3.0206 5.0424 0.193 -0.426 0.684
H -2.5855 -2.5944 3.7403 -0.968 0.104 -0.430
H -3.3792 -4.8931 4.7268 1.198 -0.022 0.012
H -4.6575 -3.9742 4.7681 -0.670 1.313 0.606
H -3.3281 -3.3082 7.2396 -0.628 0.077 -0.374
H -5.5575 -4.9332 6.5448 0.162 -0.152 -0.508
H -4.9846 -4.5292 8.0829 0.005 -0.735 0.519
H -3.2449 -6.4541 7.9259 -0.471 -0.175 1.179
H -3.6163 -6.7932 6.3925 -0.703 -0.096 -0.807
H -5.5398 -9.5424 7.7041 -0.985 0.782 -0.750
H -4.3388 -8.9489 8.6471 0.730 0.250 0.186
H -4.1156 -8.8181 6.8767 0.151 -0.826 -0.033
C 1.9915 1.2068 5.9910 0.798 0.536 -0.725
O 0.6744 1.6900 6.0399 -0.005 -1.259 -0.763
C 0.5279 2.9578 6.6397 -0.724 -1.300 0.479
C -1.0165 3.2011 6.6207 2.220 -0.234 -1.501
N -1.3195 3.3430 5.1770 -1.416 1.078 0.188
C -2.7854 3.4012 4.9069 -0.109 -0.300 -1.087
C -3.1474 3.5680 3.4114 2.345 -0.477 -1.090
O -2.8672 2.4472 2.5051 0.430 1.510 1.146
C -3.8661 1.5104 2.5589 -0.820 -1.014 0.304
H 2.0482 0.1224 6.0851 -0.281 0.104 0.240
H 2.6800 1.7091 6.6706 -0.317 -0.189 0.874
H 2.4815 1.4767 5.0555 -0.255 -0.132 -0.638
H 1.1368 3.6637 6.0748 -0.278 0.554 0.210
H 0.9189 2.7369 7.6328 -0.071 1.111 0.529
H -1.1866 4.0724 7.2531 -0.785 -0.171 -0.191
H -1.4591 2.2338 6.8581 -0.239 0.276 1.376
H -0.9592 2.4666 4.8276 -0.042 -0.078 -0.672
H -3.2737 4.2951 5.2951 0.465 0.108 0.674
H -3.3141 2.5386 5.3123 -0.155 -0.202 0.298
H -2.3899 4.2548 3.0338 -0.250 0.581 0.088
H -4.1359 3.9799 3.2085 -0.209 -0.209 0.300
H -4.7237 1.8031 1.9531 -0.287 0.022 -0.138
H -4.1955 1.3781 3.5895 -0.275 -0.253 0.128
H -3.5008 0.5453 2.2079 0.089 -0.009 -0.151
C 3.8527 -2.8848 2.4484 -0.299 0.427 -0.899
O 4.6272 -4.0163 2.7318 -0.897 -1.697 1.378
C 3.8394 -5.2302 3.0808 0.890 -0.771 -0.849
C 3.6218 -6.2113 1.8566 0.822 1.427 -0.150
N 4.9011 -6.7724 1.3389 -0.570 -0.570 -0.062
C 4.7210 -7.8635 0.3551 -1.241 0.092 0.488
C 3.7754 -7.6014 -0.8266 0.373 -0.180 0.531
O 2.4078 -7.5920 -0.4095 0.002 -0.549 -0.284
C 1.4714 -7.3586 -1.4798 0.964 0.428 0.811
H 4.3588 -1.9356 2.6249 0.868 -0.291 -0.082
H 2.9464 -2.7083 3.0276 -0.351 -0.835 0.171
H 3.6275 -2.9482 1.3838 -0.524 0.458 -0.127
H 2.8950 -5.0052 3.5764 -0.180 0.479 -0.372
H 4.3966 -5.7978 3.8261 0.463 0.306 -0.022
H 3.1606 -5.5914 1.0877 -0.302 0.030 -0.252
H 2.9202 -7.0305 2.0140 0.095 0.113 0.563
H 5.4011 -6.0295 0.8718 0.177 0.177 0.114
H 4.2622 -8.7473 0.7984 0.055 0.021 0.758
H 5.6751 -8.2420 -0.0115 0.172 0.487 -0.084
H 3.9766 -8.4450 -1.4868 -0.270 0.058 -0.591
H 4.1010 -6.6628 -1.2750 -0.396 0.272 -0.487
H 0.4492 -7.3652 -1.1014 0.211 0.061 0.411
H 1.5059 -8.1103 -2.2683 0.391 -0.008 -0.138
H 1.7529 -6.3595 -1.8127 -0.505 0.065 -0.776
C -3.5971 5.6034 -2.3219 2.092 0.222 0.937
O -2.6339 4.6926 -1.7268 -1.900 -0.440 0.800
C -3.1584 3.8054 -0.7188 2.381 -1.008 -0.616
C -3.4962 2.4624 -1.3456 -1.869 0.669 -0.691
N -4.8433 2.6202 -2.0679 1.465 -1.201 0.110
C -4.9812 1.8526 -3.3477 -1.921 0.868 1.959
C -5.2108 0.3011 -3.2232 1.498 0.632 0.238
O -5.5938 -0.2096 -1.9330 0.617 1.267 -0.709
C -5.4307 -1.6318 -1.8249 -1.147 1.428 0.619
H -4.3651 5.8866 -1.6022 -0.296 -0.274 -0.264
H -3.9503 5.2904 -3.3044 -0.210 -0.120 0.245
H -2.8912 6.4320 -2.3801 -0.703 0.723 -0.779
H -3.8834 4.1681 0.0099 -0.645 0.452 -0.667
H -2.2961 3.6201 -0.0782 0.315 -0.018 0.139
H -3.5682 1.6864 -0.5836 -0.137 -0.059 0.206
H -2.7432 2.1311 -2.0607 0.219 0.450 -0.184
H -5.4083 2.1333 -1.3869 -0.886 0.118 -0.221
H -4.2993 2.2832 -4.0809 0.713 -0.939 0.106
H -5.9350 2.1595 -3.7769 -0.200 0.582 0.233
H -4.2277 -0.1232 -3.4268 -0.223 -0.710 -0.652
H -5.9922 0.1856 -3.9743 0.211 -1.166 -0.099
H -6.3310 -2.0181 -2.3028 0.481 -0.892 -0.374
H -5.5426 -1.8019 -0.7541 0.219 -0.306 -0.039
H -4.4560 -1.9758 -2.1709 -0.171 -0.124 -0.269
C -5.4065 10.0227 5.2805 1.558 -0.787 -0.130
O -4.6209 9.0079 4.5772 -1.463 -0.118 1.005
C -3.8764 9.5450 3.4934 -2.191 0.449 0.334
C -3.1297 8.4238 2.8680 0.548 -1.187 1.254
N -2.5878 8.6676 1.5654 0.079 -0.868 -0.628
C -2.0062 7.4724 0.9242 1.424 0.175 -0.822
C -0.7534 6.8900 1.6349 0.836 -1.037 -0.503
O 0.1122 6.0892 0.7327 -0.813 1.062 0.241
C 1.0851 5.2203 1.3376 -1.434 0.105 -0.270
H -6.0878 9.5797 6.0070 -0.169 -0.455 -0.583
H -5.9070 10.7026 4.5910 -0.107 -0.087 -0.008
H -4.7038 10.5577 5.9192 0.104 0.565 -0.142
H -3.4332 10.4226 3.9640 1.082 0.164 -0.918
H -4.6014 9.8089 2.7234 -0.074 0.875 -0.164
H -3.8268 7.5881 2.8073 -0.490 0.135 -0.367
H -2.4769 8.0213 3.6425 0.997 0.090 0.011
H -1.9250 9.4297 1.5585 0.149 -0.059 -0.002
H -1.7480 7.6986 -0.1103 0.345 0.536 0.008
H -2.6737 6.6332 0.7287 -0.688 0.206 0.731
H -1.1681 6.2873 2.4430 0.453 -0.413 0.254
H -0.0788 7.6276 2.0696 -0.306 0.470 0.089
H 1.8628 4.9640 0.6181 -0.107 0.364 -0.221
H 0.5244 4.3050 1.5271 0.403 -0.286 0.660
H 1.5524 5.6429 2.2271 -0.120 0.001 0.158
C 4.2726 5.3690 -6.2873 0.594 0.545 -2.074
O 4.2132 5.3034 -4.9165 -0.331 0.753 1.731
C 3.8829 6.5994 -4.3489 0.661 0.750 -0.054
C 4.3442 6.7254 -2.8852 -1.559 -1.277 -0.159
N 5.6946 6.2937 -2.7497 1.553 0.033 1.004
C 6.1164 6.0644 -1.2964 -1.803 -0.645 -1.509
C 5.4778 4.7215 -0.8036 1.655 0.126 -0.434
O 6.1515 3.5704 -1.3920 -0.281 0.278 -0.584
C 5.5442 2.8825 -2.5356 0.072 -0.025 2.166
H 4.6838 4.5070 -6.8127 -0.167 -0.598 0.889
H 4.9517 6.1568 -6.6135 0.054 0.501 0.083
H 3.3197 5.5639 -6.7793 -0.419 0.096 0.186
H 2.8252 6.8421 -4.4505 -0.314 -0.463 0.161
H 4.3694 7.4064 -4.8969 0.453 -0.191 -0.448
H 3.7267 5.9740 -2.3932 -0.701 0.112 0.591
H 4.1201 7.6818 -2.4129 0.094 0.213 -0.427
H 5.5886 5.3831 -3.1734 1.073 -0.263 -0.166
H 5.7267 6.8934 -0.7056 -0.199 0.047 0.072
H 7.1992 6.1139 -1.1823 -0.055 -0.459 -0.243
H 4.4015 4.6965 -0.9739 -0.042 -0.032 -0.143
H 5.6602 4.6658 0.2696 -0.078 -0.302 0.092
H 4.5599 2.5790 -2.1792 -0.673 0.545 -0.687
H 6.0104 1.8994 -2.6015 0.681 0.290 -0.168
H 5.6067 3.4193 -3.4822 -0.290 0.002 0.121
```
Forces are in eV/Å.

Calculated values
Relative energy (zero: lowest compared OMol25 entry of this formula, charge and spin) ... 172.42 kcal per mole
Highest occupied orbital energy ... -8.42 eV
Charge ... 0

These are the Löwdin partial charges, in e, on atoms 1 to 99:
1. C -0.019
2. C -0.452
3. C -0.034
4. C -0.093
5. C -0.169
6. C -0.159
7. C -0.441
8. C -0.038
9. C 0.009
10. N -0.103
11. O -0.020
12. H 0.051
13. H 0.067
14. H 0.073
15. H 0.081
16. H 0.073
17. H 0.050
18. H 0.110
19. H 0.103
20. H 0.107
21. H 0.078
22. H 0.111
23. H 0.109
24. H 0.086
25. H 0.068
26. H 0.067
27. H 0.083
28. H 0.057
29. H 0.050
30. H 0.041
31. C -0.072
32. O -0.231
33. C -0.181
34. C -0.154
35. N -0.094
36. C -0.248
37. C -0.190
38. O -0.221
39. C -0.076
40. H 0.086
41. H 0.078
42. H 0.065
43. H 0.112
44. H 0.108
45. H 0.111
46. H 0.119
47. H 0.112
48. H 0.106
49. H 0.120
50. H 0.106
51. H 0.116
52. H 0.080
53. H 0.073
54. H 0.087
55. C -0.124
56. O -0.209
57. C -0.207
58. C -0.148
59. N -0.054
60. C -0.237
61. C -0.219
62. O -0.226
63. C -0.057
64. H 0.087
65. H 0.089
66. H 0.086
67. H 0.115
68. H 0.120
69. H 0.102
70. H 0.111
71. H 0.086
72. H 0.106
73. H 0.111
74. H 0.119
75. H 0.113
76. H 0.072
77. H 0.083
78. H 0.078
79. C -0.094
80. O -0.190
81. C -0.210
82. C -0.168
83. N -0.060
84. C -0.202
85. C -0.161
86. O -0.187
87. C -0.155
88. H 0.091
89. H 0.067
90. H 0.074
91. H 0.112
92. H 0.107
93. H 0.105
94. H 0.104
95. H 0.102
96. H 0.107
97. H 0.113
98. H 0.112
99. H 0.100

***

DFT (ωB97M-V with the def2-TZVPD basis set) results for C2H3N2P in the gas phase at a distorted geometry.

XYZ file:
```
8
Properties=species:S:1:pos:R:3:forces:R:3
C 1.9461 0.6036 -0.0069 -1.402 2.157 -0.487
C 2.1081 -0.6804 -0.0671 -0.168 -3.369 0.336
N 1.1705 1.5149 0.0866 2.291 3.084 0.185
N -0.4677 0.1363 -0.0691 -1.867 -2.636 0.129
P 0.4623 -1.1208 0.0025 1.871 1.298 -0.288
H 0.9602 2.4499 -0.2753 0.441 -0.972 0.242
H -1.4153 0.1027 0.2371 -0.864 -0.267 0.025
H 0.2190 -2.5034 0.2550 -0.302 0.705 -0.141
```
Forces are in eV/Å.

Calculated values
Relative energy (zero: lowest compared OMol25 entry of this formula, charge and spin) ... 109.40 kcal per mole
Highest occupied orbital energy (spin up / spin down) ... -8.33 / -8.33 eV
Charge ... 0

The computed natural (NBO) charges, all in e, follow:
1. C 0.370
2. C -0.805
3. N -0.587
4. N -1.135
5. P 1.305
6. H 0.435
7. H 0.391
8. H 0.024

***

Calculated total energy in eV, matching the order above: -109560.7817, -14385.7705